No. 1
{
  "formula": "C36H41IrN2O3PSe2Si",
  "method": "ωB97M-V/def2-TZVPD",
  "e_lumo_ev": -2.08,
  "total_energy_ev": -197816.4350,
  "fmax_ev_per_a": 0.899,
  "orbital_gap_ha": 0.304,
  "total_charge": 1,
  "e_above_lowest_kj_mol": 0.0,
  "symbols": ["H", "H", "H", "C", "H", "C", "H", "P", "H", "H", "H", "C", "H", "C", "C", "C", "C", "H", "H", "H", "C", "C", "C", "C", "H", "H", "H", "C", "C", "H", "C", "O", "C", "H", "C", "H", "H", "C", "C", "H", "Se", "H", "C", "H", "C", "C", "C", "H", "H", "H", "H", "C", "H", "N", "H", "C", "H", "C", "C", "H", "H", "H", "C", "C", "C", "Ir", "H", "O", "H", "C", "C", "H", "C", "Se", "C", "H", "C", "H", "Si", "N", "C", "H", "O", "H", "C", "H", "H"],
  "positions_angstrom": [[-5.3266, -2.3808, -2.3111], [4.3495, 1.5828, 2.0589], [-2.3011, 1.3799, -4.2167], [-0.8620, -2.6914, 0.7199], [-4.1289, 1.3694, -2.5030], [2.4538, -0.7323, 3.5883], [-1.2948, -4.9576, 3.8666], [1.6213, 0.9017, 1.5402], [-0.1938, 2.1015, -4.4454], [5.4243, 3.5879, 3.0105], [-0.5346, 6.6161, 1.4012], [-1.2271, 4.1280, 0.1101], [4.0380, 5.4299, 3.9000], [2.8302, -3.9662, -1.6041], [1.6696, -3.4445, -1.0425], [1.5691, 3.3488, 2.8885], [1.6261, -1.7419, -2.7203], [0.8724, -1.9530, 1.7561], [4.2914, -3.7779, -3.1637], [0.4908, 3.2650, 2.8630], [-1.0549, 6.5889, 0.4399], [3.5619, -2.6648, 1.9236], [-3.7693, 1.0767, 0.0474], [0.0282, -2.6282, 1.7982], [-0.6891, 7.4165, -0.1609], [2.9880, -1.3885, 0.2943], [1.5765, 5.2610, 3.8587], [-3.9548, -2.8624, -3.8916], [-0.1425, 2.1440, -3.3574], [3.2928, -4.8424, -1.1671], [-2.1797, 0.8908, -3.2497], [-2.8394, 0.7766, -0.9927], [-1.6242, -2.6298, -3.3439], [-0.5883, -2.7156, -3.6482], [-2.0522, -4.4357, 1.9286], [1.2478, -3.9217, -0.1662], [1.1587, -0.8748, -3.1797], [3.5547, -2.8466, 3.2968], [-3.0839, 1.4951, -2.2080], [-2.8639, -5.1513, 1.9639], [1.7402, 0.9541, -0.6141], [3.9784, -3.7456, 3.7249], [2.3497, 2.3152, 2.3846], [-2.0435, 4.8377, 1.8658], [1.0477, -2.3181, -1.5847], [3.0003, -1.8802, 4.1311], [-2.6213, -2.9625, -4.2549], [0.5986, -3.3572, 3.7279], [2.9956, -2.0250, 5.2032], [-3.7851, 2.1510, 0.2478], [-2.3534, -3.3084, -5.2452], [3.3892, -3.3720, -2.7244], [3.9848, -3.4190, 1.2734], [-0.8095, 5.3530, -0.2758], [-0.2023, 5.3553, -1.0765], [3.7421, 2.3991, 2.4327], [2.0179, 0.0194, 4.2373], [2.7801, -2.2572, -3.2885], [2.4584, -0.5505, 2.2030], [-0.6038, 3.0561, -2.9821], [3.2069, -1.7932, -4.1687], [-2.5776, -3.7650, -0.0214], [-1.8927, -3.6323, 0.8053], [-1.1705, -4.3322, 2.9920], [-1.9318, -2.1781, -2.0578], [-0.6669, 0.6738, -0.6398], [-2.8795, 2.5566, -2.0381], [-0.8034, 0.9833, -2.8251], [-3.4503, 0.5333, 0.9335], [4.3454, 3.5220, 2.9723], [-0.1163, -3.4315, 2.9175], [-2.1226, 6.7438, 0.6012], [-4.2868, -2.4400, -2.6090], [-0.5572, 0.7465, 1.7864], [3.5638, 4.5560, 3.4733], [-2.3970, -0.1674, -3.3556], [3.0109, -1.5163, 1.3699], [-4.7332, -3.1303, -4.5943], [-0.5620, -1.6735, -0.8489], [-2.0019, 4.0609, 1.2288], [2.1802, 4.4653, 3.4410], [-2.0762, 3.1396, 1.6350], [-0.9558, 3.1198, -0.5554], [-3.5667, -1.7830, -0.7135], [-3.2867, -2.1058, -1.7099], [-4.7640, 0.7399, -0.2501], [0.8937, 2.1094, -3.0368]]
}

No. 2
{
  "formula": "C44H34F3N10O5SbV",
  "method": "ωB97M-V/def2-TZVPD",
  "e_lumo_ev": [-0.42, -0.49],
  "total_energy_ev": -111700.6598,
  "fmax_ev_per_a": 0.194,
  "orbital_gap_ha": [0.252, 0.285],
  "total_charge": 0,
  "e_above_lowest_kj_mol": 13.7,
  "multiplicity": 4,
  "symbols": ["C", "Sb", "H", "N", "C", "F", "C", "C", "H", "N", "H", "H", "H", "H", "C", "C", "H", "H", "V", "C", "C", "C", "O", "H", "H", "H", "H", "H", "H", "H", "H", "N", "H", "C", "H", "C", "C", "H", "H", "C", "C", "H", "N", "F", "C", "O", "C", "H", "H", "H", "C", "C", "H", "N", "C", "C", "N", "C", "C", "F", "C", "C", "C", "C", "N", "N", "C", "C", "C", "H", "C", "O", "H", "O", "C", "H", "H", "C", "C", "H", "C", "C", "H", "N", "C", "C", "H", "C", "H", "C", "H", "C", "C", "N", "C", "C", "O", "C"],
  "positions_angstrom": [[0.9114, -3.8520, -4.6773], [1.7031, 0.1028, 1.4030], [-0.1537, 1.8363, 3.1519], [-2.9938, -0.6667, -0.2990], [1.4405, -0.2107, -4.7900], [2.3092, -5.3289, 4.4078], [0.8242, 2.0425, 3.5755], [-4.4606, 5.1978, 2.7137], [-3.3069, -0.1026, -4.3307], [-0.8827, 1.5269, -1.0417], [-4.4691, 3.8224, 4.3593], [-4.0204, -1.6635, -4.7428], [-0.8306, 3.8665, -2.3525], [-2.9663, -0.8445, -5.8997], [-0.4608, 1.7754, -2.2295], [-0.4527, -2.4421, -2.8713], [-5.0657, 5.9358, 3.2246], [3.1278, -0.8636, -1.9453], [-0.8928, -0.2348, 0.2725], [2.0968, -1.7209, 2.4471], [6.0055, 0.7813, -0.7834], [2.1332, -4.1424, 2.3863], [1.2528, -3.4170, -1.5686], [-1.9612, 2.9069, -3.2667], [6.5922, -1.1461, -0.0793], [2.0995, -5.0775, 1.8434], [3.1660, -1.4338, -4.3597], [-2.8886, 4.6691, -0.2432], [-5.5073, -2.5354, 0.8920], [1.9143, -2.9232, 0.6548], [-0.2798, 1.0760, -4.8397], [1.4695, 0.3419, -2.0680], [3.0599, 2.3104, -0.2800], [2.3825, -0.4548, -2.6192], [-0.2065, -2.4942, 3.2229], [0.9266, 2.9178, 4.6493], [0.4923, 0.6252, -4.2295], [1.6212, -4.0241, -2.9053], [2.2721, -0.8486, 4.4077], [-3.6528, -1.5360, 0.4712], [2.1804, 3.1834, 5.1600], [-1.1355, -2.7643, -5.9222], [-1.7427, 2.4991, -0.5321], [2.2911, 4.0323, 6.2011], [1.9609, 1.4443, 3.0327], [0.9079, -4.0498, -5.8748], [4.5921, -0.5974, 0.5414], [-3.0792, 2.1368, 3.1756], [0.0568, 3.3967, 5.0786], [-0.3129, 3.1308, -3.8921], [-1.1797, -2.4948, 2.7598], [2.3047, -2.9822, 4.5052], [-3.1478, 0.6228, -1.8918], [-1.5734, -1.7462, 1.7507], [3.5966, 0.3715, 0.4900], [-5.0257, -0.3639, -1.4641], [-1.1188, -2.5317, -4.9409], [-2.0549, 2.2744, 0.7235], [-3.6833, -0.0802, -1.2705], [7.1813, 0.9828, -1.4095], [-4.1241, 4.0124, 3.3510], [-3.1252, -1.0468, -4.8406], [5.8087, -0.4011, -0.1024], [-0.9059, 2.9891, -2.9922], [-2.1926, -3.2834, 3.1318], [-1.5650, -1.6442, -2.9811], [2.2313, -1.7670, 3.8333], [-2.8619, -2.1402, 1.5438], [-0.1633, -3.0103, -4.0889], [-4.2795, 6.3611, 0.9199], [2.2504, -4.1462, 3.7630], [0.0215, -1.8348, -0.6412], [2.4102, -3.0344, 5.5806], [-1.6992, 1.2625, 1.4210], [5.0419, 1.7710, -0.8497], [1.4222, -0.4359, -5.8490], [4.4287, -1.5222, 1.0816], [-3.2415, 4.4952, 0.7635], [0.5330, 0.8657, -2.8557], [5.2427, 2.6803, -1.3994], [0.3220, -2.5799, -1.6042], [-4.0189, 5.4364, 1.4186], [4.1050, 1.3017, 3.1492], [-5.6859, -1.2368, -0.7089], [-3.3466, 3.0690, 2.6961], [2.4102, -0.7662, -3.9692], [-5.5833, 0.1290, -2.2511], [-2.8993, 3.3047, 1.4000], [-2.2140, -3.9752, 3.8618], [2.0490, -2.9207, 1.7321], [4.2911, 2.8654, 5.0745], [-1.9420, -1.7209, -4.2369], [3.3309, 2.6181, 4.6428], [-3.2789, -3.0732, 2.3654], [3.8317, 1.5525, -0.2116], [-4.9941, -1.8221, 0.2597], [1.8145, -4.3343, -3.8604], [3.2102, 1.7460, 3.5713]]
}

No. 3
{
  "formula": "C31H85N8O20",
  "method": "ωB97M-V/def2-TZVPD",
  "e_lumo_ev": [-4.77, -11.19],
  "total_energy_ev": -86378.7178,
  "fmax_ev_per_a": 4.462,
  "orbital_gap_ha": [0.288, 0.053],
  "total_charge": 2,
  "multiplicity": 2,
  "symbols": ["H", "C", "C", "C", "O", "H", "H", "H", "H", "H", "H", "O", "H", "H", "O", "C", "H", "O", "O", "O", "C", "C", "H", "H", "H", "C", "H", "H", "H", "H", "H", "H", "H", "O", "O", "C", "H", "C", "H", "H", "H", "H", "O", "O", "C", "N", "H", "H", "H", "C", "H", "O", "C", "H", "H", "H", "H", "H", "O", "C", "O", "H", "H", "H", "H", "C", "C", "C", "H", "N", "H", "C", "H", "H", "H", "O", "C", "H", "H", "O", "H", "H", "H", "O", "H", "H", "O", "H", "H", "H", "C", "C", "H", "H", "N", "H", "H", "N", "H", "H", "H", "H", "H", "C", "C", "H", "H", "C", "C", "H", "N", "N", "C", "H", "O", "H", "H", "H", "H", "H", "H", "H", "H", "C", "C", "C", "O", "N", "H", "H", "H", "C", "H", "O", "H", "H", "H", "H", "C", "C", "H", "N", "H", "H"],
  "positions_angstrom": [[27.4479, 2.2260, 11.3161], [33.9660, -0.3507, 12.6165], [31.7380, -1.4805, 7.0108], [28.9937, -4.1089, 6.3930], [25.4440, 2.7081, 13.7299], [32.8896, 2.3810, 5.0554], [36.2900, -2.4242, 3.1509], [30.2540, -1.6053, 12.2796], [32.8616, 0.0169, 3.5531], [30.2410, -0.5623, 3.9064], [27.5156, 5.2986, 8.9781], [31.9952, -4.2857, 9.9830], [28.7592, 0.3136, 3.7191], [34.6803, 3.2793, 3.4177], [30.6421, 2.8701, 14.3481], [33.4110, 1.7118, 4.3710], [23.2970, 2.4257, 8.1746], [32.4614, 0.7210, 4.0686], [28.1321, -3.9412, 7.2597], [30.5805, -0.1391, 13.3431], [35.6712, -2.0178, 8.3960], [23.1398, 1.3475, 8.2027], [25.6398, -0.9200, 7.1276], [29.9418, 1.0648, 11.8210], [28.2386, 4.6001, 7.6018], [36.2875, 1.6585, 7.6954], [37.5573, -2.1259, 7.5694], [30.5104, 2.1166, 14.9281], [34.7083, -0.7903, 4.6869], [28.5204, -2.6254, 5.0388], [27.9618, 4.2339, 13.4278], [29.0611, -1.3595, 7.3765], [29.9942, 1.0916, 0.4319], [34.6750, 1.6985, 2.1079], [29.8649, -1.2669, 1.1251], [34.0571, -2.3855, 3.0560], [34.1485, 2.2262, 10.8811], [29.0056, 3.6955, 9.2880], [26.2912, 1.0921, 11.9596], [26.9770, 3.6501, 8.5394], [35.1052, -4.1640, 8.2779], [30.4405, -3.7944, 12.8846], [34.4115, 1.3036, 10.8443], [28.8076, 3.0376, 10.3090], [29.3462, -0.4971, 3.2874], [23.9441, 0.0340, 10.0995], [22.1798, 1.3006, 8.7170], [34.3380, 1.8039, 12.8850], [31.7324, -2.5050, 7.3829], [28.5409, -0.3620, 9.1961], [31.8288, 2.2999, 12.8546], [26.4824, -1.6053, 4.2964], [35.2397, -3.2637, 7.6783], [29.6396, 1.7979, 1.9226], [28.8811, -1.4679, 3.4588], [31.7978, -1.6772, 9.8305], [31.2573, -1.3022, 6.0489], [24.6557, -0.3829, 10.6826], [36.2142, 4.0946, 7.5015], [26.0857, -0.9250, 5.2120], [27.9845, 0.6244, 8.3841], [30.4422, -5.2776, 7.5870], [34.8259, 0.9103, 8.6618], [27.3735, 4.5579, 11.8613], [32.8223, -0.3946, 9.1434], [27.0355, 4.2606, 12.8540], [30.8578, -4.4224, 10.9118], [29.6916, -0.2828, 1.8211], [31.9802, 1.1578, 7.3808], [29.7456, 0.9407, 1.3991], [35.9551, 2.8848, 5.9073], [29.9972, 1.0897, 12.9093], [32.7284, -1.0552, 6.8486], [27.0723, 0.7424, 8.6590], [35.5472, -3.0362, 4.6114], [34.9168, 1.3246, 7.8006], [29.5516, -1.2098, 8.3383], [30.5881, -0.1638, 14.3028], [30.8551, -5.2855, 5.8857], [35.5975, -1.0036, 4.3946], [29.7788, -2.1194, 8.8943], [34.0341, -3.3702, 2.5890], [33.2466, 3.0728, 2.6303], [34.5973, -1.4730, 12.0860], [29.0120, 0.0750, 10.0765], [29.7660, -3.7207, 4.5650], [25.3085, 0.5264, 8.5137], [34.2399, -3.0593, 7.2953], [28.9826, 1.1311, 13.3055], [29.8502, -4.4446, 10.4968], [36.5215, 2.8813, 6.8386], [26.1030, 0.6178, 5.2351], [27.7972, -1.0546, 9.5901], [33.9434, -1.6227, 2.2857], [31.0165, -0.6475, 8.1424], [30.5021, 3.0904, 12.3056], [26.3750, 5.0502, 13.2122], [36.9698, -1.6782, 8.2582], [37.2987, -0.8853, 8.7904], [31.4752, 0.0478, 10.2696], [35.8672, -3.3498, 6.7912], [34.2416, 1.2466, 4.9019], [33.0101, -0.3738, 12.0932], [30.7685, 2.3848, 13.0925], [30.9733, 0.7529, 7.4827], [25.5940, -2.4826, 6.2661], [36.7272, 1.8117, 8.6809], [26.2921, 2.9178, 12.8903], [35.4350, -2.3000, 3.8154], [35.5554, 1.5385, 2.4556], [26.7142, 2.0091, 11.9755], [29.1315, -3.3928, 5.2791], [30.8356, -3.3256, 11.9833], [23.1257, 0.4590, 10.5115], [33.1184, -2.1876, 4.1446], [33.6936, -0.5193, 13.6584], [30.5480, 1.4246, 8.2284], [26.1897, 1.1172, 4.2702], [35.6909, 0.7887, 12.4372], [34.8274, -1.3332, 11.1645], [31.8473, -2.9564, 12.1512], [36.7667, 0.7886, 7.2462], [32.3244, -2.7150, 4.0306], [34.0127, 2.4710, 3.1192], [31.8210, -0.6396, 9.4975], [30.0204, -5.2197, 6.5836], [30.0789, -2.2664, 11.6059], [30.2312, 3.8786, 8.8954], [30.8807, -5.4060, 11.3809], [30.4579, 4.5721, 8.1969], [26.9281, 1.0616, 5.7921], [24.2205, 0.6230, 9.0073], [29.5302, -6.1634, 6.3445], [34.9737, -1.4906, 9.2614], [37.5976, 2.8859, 6.6654], [25.2552, 1.0037, 5.8012], [30.9505, 3.5695, 9.5334], [30.4828, 0.7372, 6.5095], [27.8246, 4.3344, 8.5745], [34.6474, 1.0063, 12.2095], [36.8698, 4.1210, 8.2022], [25.5446, -1.4741, 6.2885], [22.9905, 0.9015, 7.2194], [32.7322, -4.6489, 10.4794]]
}